1.
Entry from OMol25: a molecular structure, C22H51NO15S4 (ωB97M-V with the def2-TZVPD basis set).

Each line ends with the Mulliken charge.
Geometry (Å):
O  0.85  -0.53  3.49  -0.36
C  -4.32  -0.75  3.94  -1.61
C  0.23  3.29  1.69  -1.32
H  1.49  2.17  3.02  0.32
H  -8.17  3.70  -1.74  0.39
H  2.17  -3.27  2.60  0.30
H  3.10  -2.64  -5.55  0.38
H  -2.74  -3.68  4.56  0.28
H  9.99  4.16  -5.38  0.27
H  -8.49  2.06  -2.32  0.27
H  5.93  1.98  -4.98  0.30
O  8.30  2.24  -6.17  -0.25
H  -2.97  -2.23  5.55  0.39
C  -8.51  2.27  -0.18  -0.34
O  -6.30  0.01  -0.78  -0.65
C  -3.47  1.52  3.47  -1.68
O  6.83  4.19  -6.53  -0.62
H  0.64  4.16  2.20  0.43
H  -2.96  -2.28  2.02  -0.01
O  3.16  0.48  3.21  -0.65
C  -7.99  2.64  -1.55  -0.98
C  -3.48  -2.97  4.94  -1.57
H  3.22  1.62  -0.59  0.41
H  -4.66  -2.74  1.70  0.10
O  0.58  0.91  1.66  -0.24
H  -6.92  2.46  -1.64  0.29
H  1.99  0.41  -0.96  0.07
C  3.98  -0.12  -1.59  -0.47
H  -7.96  2.79  0.61  0.31
H  2.42  -3.08  -3.96  0.34
O  4.65  -0.42  -4.46  -0.57
H  -8.25  -1.19  1.88  0.30
H  -9.56  2.53  -0.08  0.28
H  -1.77  -1.35  3.95  -0.19
H  -5.30  -0.34  3.69  0.40
C  -4.28  -2.29  3.80  0.84
N  1.39  -3.74  2.17  -0.34
H  2.62  1.44  -2.24  0.43
H  5.99  0.78  -6.30  0.35
H  4.84  2.14  -6.38  0.44
C  5.82  1.82  -6.05  -0.98
O  -8.46  0.84  0.07  -0.28
H  -0.09  -3.22  0.83  0.36
H  -0.44  -2.76  2.47  -0.34
C  0.53  2.06  2.52  0.00
H  -3.43  -0.09  2.08  0.27
O  2.19  -0.28  -4.26  -0.65
C  -7.65  -1.35  0.99  -0.66
H  10.28  1.84  -6.33  0.27
C  -3.84  -2.78  2.41  -1.11
H  -2.56  2.09  3.27  0.29
H  -0.23  1.96  3.30  0.18
C  -3.28  0.03  3.15  1.61
S  2.43  -0.74  3.20  1.15
H  -3.58  -3.84  2.49  0.50
H  -8.23  -1.80  0.19  0.38
C  -1.84  -0.38  3.45  -0.95
H  0.39  -4.14  4.00  0.32
H  9.54  2.38  -7.84  0.35
H  11.06  4.12  -6.80  0.38
C  0.36  -2.81  1.73  -0.31
H  -3.73  1.67  4.52  0.44
H  4.19  -3.16  -4.23  0.31
H  -5.31  -2.63  3.93  0.63
O  2.92  -1.78  4.03  -0.66
C  0.24  -0.30  2.22  0.06
C  9.58  2.56  -6.76  -0.38
S  3.41  -0.96  -3.98  1.20
C  2.89  0.90  -1.34  -0.84
O  7.06  2.45  -8.28  -0.66
O  -6.48  0.92  1.53  -0.64
H  0.68  -1.24  0.33  0.51
H  0.66  3.20  0.70  0.28
H  9.40  4.71  -6.94  0.30
C  3.27  -2.64  -4.47  -0.98
C  10.03  3.97  -6.45  -0.99
O  2.29  -1.19  1.66  -0.39
H  4.29  -0.58  -0.66  0.25
H  -6.78  -1.96  1.21  0.07
H  1.73  -5.21  3.61  0.37
C  0.89  -4.67  3.18  -0.99
H  -1.38  0.34  4.12  0.90
H  -4.15  -3.50  5.60  0.34
H  4.86  0.34  -2.04  0.38
O  3.53  -1.22  -2.42  -0.25
O  -1.13  -0.47  2.20  -0.38
S  7.00  2.81  -6.89  1.23
H  -4.18  -0.51  5.00  0.38
S  -7.05  0.21  0.42  1.26
H  0.19  -5.39  2.74  0.31
H  -0.84  3.47  1.61  0.29
C  0.88  -1.39  1.39  0.61
H  -4.24  1.95  2.83  0.26

Calculated values
**LUMO**: 0.0173 Eh
**Orbital gap**: 9.5 eV

=====

2.
Entry from OMol25: 5 unconnected molecules or ions with the total composition C22H51NO6 (ωB97M-V with the def2-TZVPD basis set).

Each line ends with the Mulliken charge.
Geometry (Å):
C  0.07  -5.47  -4.48  -0.03
H  1.46  -6.78  -6.44  0.30
C  3.89  0.49  3.76  -0.66
C  -2.63  -1.85  -2.51  0.11
H  3.95  4.28  6.87  0.34
H  3.94  -0.60  3.84  0.30
H  0.92  4.79  8.98  0.40
H  -6.33  3.65  -4.33  0.28
C  -0.94  -1.57  0.64  -0.70
H  2.53  5.09  8.34  0.26
C  1.81  3.06  8.05  -0.37
H  -0.73  -1.03  -3.16  0.49
O  2.65  2.68  6.97  -0.39
H  0.29  2.64  2.75  0.29
H  3.08  1.98  2.41  0.32
H  -4.06  4.31  -6.29  0.34
C  -0.94  -6.02  -5.47  -1.17
N  -1.36  -0.22  0.16  0.05
C  -0.25  -2.49  -1.60  -0.61
H  4.90  0.88  3.70  0.41
O  -3.15  -1.33  -3.56  -0.72
H  -0.75  0.46  0.63  0.24
C  2.42  -4.85  -6.20  -1.01
H  3.00  -4.95  -7.12  0.38
C  1.60  4.56  8.16  -1.05
H  -0.58  -5.96  -6.50  0.28
C  3.97  3.19  6.99  -0.23
H  -0.34  -5.54  -3.48  0.29
C  4.77  2.79  8.21  -1.17
H  -0.64  -1.58  1.72  0.34
H  -5.27  1.15  -4.68  0.42
O  1.77  0.37  2.50  -0.27
C  0.33  -1.98  -0.21  -0.70
H  -2.30  -0.04  0.53  0.40
H  2.93  -6.80  -5.49  0.33
H  0.84  2.58  7.87  0.35
H  4.47  2.80  6.10  0.28
C  2.02  -6.22  -5.69  -0.32
H  -3.59  0.63  -4.55  0.29
H  3.43  0.87  4.68  -0.11
H  -4.79  2.95  -2.95  0.23
H  -2.12  0.56  -1.66  0.22
H  -1.15  -7.07  -5.26  0.30
O  1.30  -6.18  -4.47  -0.44
H  1.55  -4.23  -6.42  0.26
H  0.55  -2.80  -2.31  0.22
H  -4.78  2.72  -6.14  0.30
H  3.60  0.49  1.64  0.34
H  0.04  2.48  4.51  0.40
O  -3.20  -2.70  -1.80  -0.72
O  -3.58  3.35  -4.58  -0.45
H  1.07  -1.15  -0.35  0.28
H  -0.35  0.66  -1.55  0.31
C  -5.80  4.29  -5.05  -1.03
H  3.02  -4.32  -5.46  0.28
H  1.17  4.95  7.23  0.28
H  -5.55  5.22  -4.53  0.28
H  -0.86  -3.39  -1.34  0.25
C  -4.41  1.10  -4.01  -1.00
H  4.82  1.70  8.29  0.30
H  -6.48  4.52  -5.86  0.39
C  -1.17  -1.33  -2.16  0.49
H  1.65  2.78  3.86  0.14
H  -3.14  2.38  -2.86  0.13
C  -1.21  -0.02  -1.31  -0.85
C  0.93  0.75  3.58  -0.34
C  3.10  0.89  2.52  -0.45
H  1.32  0.35  4.52  0.33
C  0.72  2.25  3.68  -0.97
H  -1.87  -5.46  -5.41  0.40
H  -0.03  0.27  3.41  0.31
C  -4.54  3.63  -5.58  -0.32
H  0.26  -4.40  -4.66  0.15
C  -3.99  2.48  -3.53  -0.16
H  5.78  3.18  8.15  0.40
H  2.19  2.65  8.99  0.30
H  -4.68  0.47  -3.16  0.34
H  0.88  -2.82  0.30  0.44
H  4.32  3.16  9.14  0.28
H  -1.78  -2.31  0.50  0.41

Calculated values
**LUMO**: -0.0106 Eh
**Orbital gap**: 7.2 eV
**Energy above the lowest of the compared OMol25 structures with the same formula, charge and spin**: 3.0742 eV
**Structure (SMILES)**: O=C([O-])[C@@H]1CCC[NH2+]C1.CCOCC.CCOCC.CCOCC.CCOCC

=====

3.
Entry from OMol25: a molecular structure, C22H52Br2NO11P3Si2 (ωB97M-V with the def2-TZVPD basis set).

Each line ends with the Mulliken charge.
Geometry (Å):
H  4.22  2.67  1.04  0.27
H  -3.61  -1.61  1.89  0.32
H  -0.56  3.39  -3.47  0.16
C  -8.13  -1.63  -0.41  -0.30
H  6.70  5.74  -4.42  0.29
C  0.64  -4.60  1.17  -1.10
H  -5.91  -2.21  -2.79  0.29
H  5.87  4.91  -0.85  0.28
H  -1.46  -0.62  0.98  0.45
C  3.47  3.74  -3.14  -0.39
Br  1.92  0.02  -5.74  -0.35
O  -4.80  -0.41  0.69  -0.32
Si  2.30  0.34  -3.49  0.60
H  5.42  6.27  -2.01  0.29
H  -8.21  -1.27  1.73  0.29
C  1.95  -4.93  1.85  -0.22
H  -7.18  -0.10  -2.92  0.19
H  0.55  -5.14  0.23  0.37
H  5.06  -4.52  5.47  0.36
Br  3.09  -2.40  -1.19  -0.16
O  0.72  -6.04  3.95  -0.70
O  0.16  -1.05  -1.50  -0.17
H  2.78  -4.58  1.24  0.25
H  0.41  -0.20  -1.08  0.26
H  4.26  -3.14  2.87  0.14
H  4.89  5.87  -4.10  0.29
H  -2.43  -1.40  -0.29  0.22
C  -0.57  4.18  -2.66  0.90
H  2.84  4.08  0.68  0.25
H  1.50  -3.26  7.65  0.23
C  -3.58  -0.64  1.38  -0.58
C  -2.40  -0.57  0.43  -0.60
O  0.74  -4.02  5.24  -0.28
H  4.53  -2.25  4.35  0.30
H  -1.59  4.20  -0.60  0.29
C  -8.84  -1.17  0.85  -1.22
C  1.05  -4.26  7.63  -0.99
C  5.76  5.12  -4.20  -0.84
H  -9.76  -1.74  1.01  0.39
C  4.78  -3.17  3.82  -0.95
H  -5.73  0.81  -3.29  0.29
C  4.94  3.39  -2.65  0.20
C  -0.86  5.59  -3.43  -1.29
Si  2.05  2.89  -2.17  0.30
H  4.41  -5.30  4.03  0.27
H  3.33  4.87  -3.01  0.25
H  -0.75  -3.73  6.58  0.32
C  -6.21  -0.16  -3.43  -1.04
C  6.13  5.38  -1.84  -0.79
O  3.07  -4.19  5.19  -0.35
H  -4.50  -1.44  -3.53  0.37
H  -8.76  -1.41  -1.28  0.35
P  -5.46  -1.64  -0.20  1.09
H  2.09  -6.01  1.97  0.37
H  -3.49  0.13  2.14  0.35
H  -0.21  -4.85  1.80  0.33
H  1.86  -4.98  7.56  0.25
H  2.41  1.13  -0.13  0.11
P  1.78  -5.09  4.52  1.08
H  -6.41  -0.32  -4.49  0.38
C  4.37  -4.39  4.63  -0.26
O  -4.82  -0.88  -1.59  -0.26
H  -2.43  0.36  -0.15  0.06
H  -0.39  5.46  -4.46  0.30
O  1.25  1.62  -3.02  -0.35
H  3.72  0.57  -3.21  -0.08
C  3.30  3.05  0.49  -0.77
H  -7.96  -2.71  -0.40  0.36
H  0.55  4.27  -0.65  0.35
C  0.10  -4.39  6.45  -0.32
H  -9.10  -0.11  0.77  0.30
O  2.03  -4.26  3.11  -0.39
H  -1.98  5.72  -3.54  0.37
H  -0.28  -5.42  6.38  0.29
H  5.55  4.46  -5.09  0.28
H  1.26  5.27  -2.00  0.24
P  1.49  -1.50  -2.51  -0.14
C  2.61  2.21  -0.44  0.12
H  0.52  -4.42  8.57  0.41
C  -5.35  -1.27  -2.86  -0.28
H  5.85  -3.19  3.61  0.38
H  -0.35  6.44  -2.87  0.31
N  6.02  4.37  -2.94  -0.06
H  0.58  -3.53  0.97  0.19
O  -6.91  -0.91  -0.57  -0.38
H  -2.75  4.41  -2.00  0.34
C  0.76  4.26  -1.77  -0.98
H  7.19  5.80  -1.81  0.29
H  -2.00  2.74  -1.66  0.13
C  -1.80  3.86  -1.67  -1.14
O  5.29  2.35  -2.09  -0.47
O  -6.00  -2.47  0.97  -0.71
H  3.43  3.56  -4.26  0.48

Calculated values
**LUMO**: -0.0438 Eh
**Orbital gap**: 7.6 eV
**Energy above the lowest of the compared OMol25 structures with the same formula, charge and spin**: 7.6318 eV

=====

HOMO level values (in eV) by entry order: -9.0, -7.5, -8.8.
Max |F| values (in hartree/bohr) by entry order: 0.0339, 0.0557, 0.1715.